one.
Molecular formula: H3NO3Si
Method: DFT, ωB97M-V/def2-TZVPD

Summary:
* charge: 0
* HOMO energy: -11.399 eV
* LUMO: 0.2 eV
* Kohn-Sham gap: 11.568 eV

Cartesian coordinates (Å):
1 N -2.70907 -0.25518 0.00041
2 O -2.04206 0.76428 0.34290
3 O -3.86486 -0.17263 -0.01886
4 O -2.03277 -1.21793 -0.35221
5 Si -0.35140 0.18412 -0.00034
6 H 0.41105 -0.65547 -0.77646
7 H 0.01929 1.45213 -0.44436
8 H -0.13540 -0.26494 1.34547

Atom charges from the natural (NBO) analysis, given in e for atoms 1 to 2:
1 N 0.738
2 O -0.536

***

two.
Molecular formula: H3NO3Si
Method: DFT, ωB97M-V/def2-TZVPD

Summary:
* charge: 0
* HOMO energy: -10.472 eV
* LUMO: -0.7 eV
* Kohn-Sham gap: 9.725 eV
* structure (SMILES): O=[SiH2].O=NO

Cartesian coordinates (Å):
1 O -1.07503 -1.17886 -0.01682
2 Si -1.40636 0.27811 -0.01403
3 H -1.79440 1.14951 -1.12362
4 H -1.75855 0.78459 1.28508
5 O 2.57986 0.87589 -0.05117
6 N 1.51537 0.30226 0.10227
7 O 1.46913 -1.05003 -0.01046
8 H 0.46998 -1.16149 -0.17124

Atom charges from the natural (NBO) analysis, given in e for atoms 1 to 2:
1 O -1.201
2 Si 1.651

***

Most stable pick: two. Distance to second place: 1.045 eV.

***

one.
Molecular formula: H3NO3Si
Method: DFT, ωB97M-V/def2-TZVPD

Summary:
* charge: 0
* HOMO energy: -11.649 eV
* LUMO: 0.2 eV
* Kohn-Sham gap: 11.800 eV
* structure (SMILES): O=[N+]([O-])O[SiH3]

Cartesian coordinates (Å):
1 O -0.59618 0.62233 -1.67985
2 N 0.14954 1.21555 -1.00156
3 O 0.50157 2.33109 -1.11450
4 O 0.45953 0.48241 0.21778
5 Si -0.04548 -0.91009 0.80899
6 H -1.17122 -1.20040 0.00124
7 H 0.94274 -2.07497 0.56481
8 H -0.24052 -0.46594 2.20308

Atom charges from the natural (NBO) analysis, given in e for atoms 1 to 2:
1 O -0.332
2 N 0.764

***

two.
Molecular formula: H3NO3Si
Method: DFT, ωB97M-V/def2-TZVPD

Summary:
* charge: 0
* HOMO energy: -10.441 eV
* LUMO: -0.6 eV
* Kohn-Sham gap: 9.873 eV
* structure (SMILES): O=[SiH2].O=NO

Cartesian coordinates (Å):
1 O 0.10594 1.17114 0.37160
2 Si 0.29407 -0.30054 0.33324
3 H 0.01083 -0.96735 1.59521
4 H 0.67225 -1.09838 -0.75862
5 O -3.21758 0.07712 -1.87117
6 N -2.42461 0.95731 -1.81767
7 O -2.39069 1.51344 -0.56764
8 H -1.68249 2.07726 -0.57725

Atom charges from the natural (NBO) analysis, given in e for atoms 1 to 2:
1 O -1.176
2 Si 1.647

***

Most stable pick: two. Distance to second place: 0.643 eV.

***

one.
Molecular formula: C24H27N5O2S
Method: DFT, ωB97M-V/def2-TZVPD

Summary:
* charge: 0
* HOMO energy: -8.530 eV
* LUMO: -0.5 eV
* Kohn-Sham gap: 8.015 eV

Cartesian coordinates (Å):
1 C 2.87611 4.69475 0.94347
2 C 3.11337 3.37064 0.12465
3 C 2.05282 2.91739 -0.90805
4 H 2.01296 3.88145 -1.61473
5 C 2.47574 1.93513 -1.82478
6 N 2.66388 0.72178 -0.73485
7 N 1.54540 0.36326 -0.06489
8 C 1.53147 -0.83726 0.44871
9 C 2.74936 -1.57263 0.81307
10 C 2.66763 -2.62156 1.74115
11 C 4.00575 -3.46523 2.07098
12 C 5.23362 -2.91415 1.37108
13 C 5.03824 -1.58999 0.46841
14 C 3.87195 -1.19267 0.35880
15 C 3.91291 0.05587 -0.71300
16 O 4.91424 0.54141 -1.01223
17 H 5.90320 -1.22910 0.16792
18 H 6.03485 -3.27851 1.74688
19 H 3.86056 -4.26915 2.62238
20 H 1.81509 -3.03965 2.32653
21 C 0.19329 -1.16348 1.00449
22 O -0.05991 -2.35331 1.64811
23 N -0.69915 -0.24763 1.16766
24 H -0.40049 0.71966 0.86904
25 C -2.01464 -0.45518 1.33960
26 C -2.99220 -1.01050 0.49517
27 N -3.89195 -0.27610 -0.26848
28 C -4.27688 -1.64837 -1.06623
29 C -5.20543 -1.43700 -1.91837
30 C -5.53682 -2.65775 -2.62364
31 C -4.74700 -3.96248 -2.40827
32 C -3.75301 -3.83094 -1.50896
33 C -3.58733 -2.70377 -0.70928
34 N -2.71172 -2.16811 0.24625
35 H -1.96633 -2.77010 0.72552
36 H -3.24736 -4.95354 -1.09075
37 H -4.98060 -4.78389 -3.07708
38 H -6.27176 -2.74385 -3.19627
39 H -5.78329 -0.64089 -2.25710
40 H -1.93498 -1.04445 2.55296
41 C -2.76788 1.14014 2.15859
42 C -2.82324 2.05811 1.17634
43 H -3.31325 3.03675 1.38734
44 H -3.58438 1.79308 0.19163
45 S -1.31394 2.62522 -0.02093
46 C -1.87263 1.93019 -1.63891
47 H -1.96658 0.92477 -1.46332
48 H -0.98999 2.22022 -2.18636
49 H -2.56986 2.25748 -2.15888
50 H -3.45707 0.85737 2.61445
51 H -1.94812 1.44766 2.68788
52 H 1.72213 1.51986 -2.43465
53 H 3.32275 1.77441 -2.28414
54 H 1.12802 2.98173 -0.27425
55 H 3.20120 2.64009 0.97865
56 H 4.17216 3.39087 -0.14598
57 H 2.90995 5.58492 0.08681
58 H 2.04749 4.64427 1.43704
59 H 3.69167 4.83274 1.63281

Atom charges from the natural (NBO) analysis, given in e for atoms 1 to 2:
1 C -0.558
2 C -0.402

***

two.
Molecular formula: C24H27N5O2S
Method: DFT, ωB97M-V/def2-TZVPD

Summary:
* charge: 0
* HOMO energy: -8.345 eV
* LUMO: -0.3 eV
* Kohn-Sham gap: 8.075 eV
* structure (SMILES): CCCCn1nc(C(=O)N[C@@H](CCSC)c2nc3ccccc3[nH]2)c2ccccc2c1=O

Cartesian coordinates (Å):
1 C -2.45159 -4.65122 -0.01291
2 C -2.20866 -3.26661 -0.60037
3 C -3.32616 -2.85980 -1.55834
4 C -3.09474 -1.48360 -2.18612
5 N -3.17381 -0.42424 -1.19794
6 N -2.05270 -0.16327 -0.55579
7 C -1.99050 0.74080 0.37379
8 C -0.64488 0.88988 1.00516
9 O -0.31940 1.82737 1.71937
10 N 0.18248 -0.13297 0.72294
11 C 1.54611 -0.20721 1.22139
12 C 2.06667 -1.63642 1.09150
13 C 3.35835 -1.83508 1.87623
14 S 4.31839 -3.23913 1.22255
15 C 5.19318 -2.37279 -0.11470
16 C 2.42054 0.75358 0.47157
17 N 3.36108 0.43194 -0.37130
18 C 3.87805 1.62270 -0.81872
19 C 4.90682 1.87626 -1.71864
20 C 5.21232 3.19462 -1.98156
21 C 4.52140 4.24537 -1.37320
22 C 3.49919 4.01640 -0.47483
23 C 3.18663 2.69424 -0.20294
24 N 2.26867 2.10013 0.62160
25 C -3.14341 1.51857 0.75086
26 C -3.14666 2.50932 1.74048
27 C -4.30520 3.19463 2.02837
28 C -5.48898 2.91461 1.34794
29 C -5.50868 1.94044 0.37609
30 C -4.34377 1.23580 0.06837
31 C -4.39166 0.20045 -0.96379
32 O -5.38158 -0.11856 -1.59362
33 H -1.64559 -4.92613 0.66301
34 H -3.38719 -4.67222 0.54127
35 H -2.50568 -5.39655 -0.80301
36 H -1.25686 -3.26262 -1.13710
37 H -2.13769 -2.53912 0.21148
38 H -4.28258 -2.85047 -1.03191
39 H -3.39658 -3.59146 -2.36492
40 H -2.10529 -1.43500 -2.64486
41 H -3.86699 -1.28179 -2.93118
42 H -0.12083 -0.79768 0.02573
43 H 1.51575 0.10446 2.27560
44 H 1.31008 -2.33874 1.44503
45 H 2.25424 -1.83091 0.03411
46 H 3.15903 -2.05385 2.92406
47 H 3.99908 -0.95813 1.80492
48 H 5.47847 -3.11681 -0.85062
49 H 6.07943 -1.89377 0.29312
50 H 4.52983 -1.63037 -0.55039
51 H 5.43952 1.06434 -2.18765
52 H 6.00621 3.42722 -2.67578
53 H 4.79705 5.26158 -1.61287
54 H 2.96568 4.82783 -0.00350
55 H 1.54891 2.53034 1.18697
56 H -2.23116 2.72754 2.26505
57 H -4.29690 3.95834 2.79192
58 H -6.38889 3.46153 1.58575
59 H -6.40854 1.69626 -0.16770

Atom charges from the natural (NBO) analysis, given in e for atoms 1 to 2:
1 C -0.600
2 C -0.398

***

Most stable pick: two. Distance to second place: 20.662 eV.

***

one.
Molecular formula: C38H47N3O6S3TeTi
Method: DFT, ωB97M-V/def2-TZVPD

Summary:
* charge: 0
* HOMO energy: -7.421 eV
* LUMO: -0.2 eV
* Kohn-Sham gap: 7.256 eV

Cartesian coordinates (Å):
1 Ti 0.27487 0.09191 -1.89868
2 C 4.00086 -2.42496 -1.42289
3 C 4.30565 -1.47408 -0.27331
4 S 2.90625 -0.42471 0.21842
5 C 3.69705 1.19685 0.36708
6 C 3.30176 2.24344 -0.68720
7 S 3.03188 1.64412 -2.37005
8 C 4.65488 0.89473 -2.70067
9 C 4.65833 -0.48040 -3.38703
10 S 3.38003 -1.67203 -2.93710
11 H 3.19631 -3.10998 -1.14664
12 H 4.89229 -3.02020 -1.63294
13 H 5.14895 -0.83384 -0.52620
14 H 4.59547 -2.06994 0.59426
15 H 4.77385 1.03277 0.37892
16 H 3.42349 1.59581 1.34536
17 H 4.05005 3.03793 -0.70011
18 H 2.33894 2.67771 -0.42640
19 H 5.16942 0.82990 -1.74577
20 H 5.21259 1.59344 -3.32548
21 H 5.63697 -0.93996 -3.23009
22 H 4.53396 -0.35454 -4.46340
23 O -2.70400 -4.82326 -2.20374
24 C -3.50024 -3.82386 -2.56242
25 O -4.59896 -4.00444 -3.02014
26 C -2.98229 -2.44415 -2.36337
27 C -3.70826 -1.29760 -2.64059
28 N -2.93291 -0.24788 -2.33860
29 N -1.75657 -0.63951 -1.85627
30 C -1.76134 -1.95971 -1.87920
31 C -0.49737 -2.58068 -1.38544
32 O -0.36758 -3.79060 -1.31675
33 O 0.38680 -1.68935 -1.06481
34 H -1.82774 -4.50719 -1.86304
35 H -4.71249 -1.19068 -3.01291
36 H -3.12081 0.74152 -2.41268
37 C 0.01781 -0.13034 8.70488
38 C 0.00995 0.03082 7.20911
39 C -1.08980 0.56009 6.54816
40 C -1.10480 0.74113 5.17048
41 C -2.34589 1.31047 4.54110
42 C 0.02249 0.37411 4.41550
43 Te 0.18253 0.92878 2.37068
44 N 0.33236 1.55369 -0.60408
45 C -0.58379 2.13454 -1.31189
46 O -0.72546 1.71526 -2.56786
47 C -1.56696 3.14205 -0.83350
48 C -2.68690 3.43950 -1.60484
49 C -3.66003 4.30081 -1.12013
50 C -3.50995 4.87479 0.13538
51 C -2.37340 4.61193 0.88957
52 C -1.40053 3.75243 0.40437
53 C -1.41891 -0.28067 1.69337
54 C -2.56891 0.34594 1.22264
55 C -3.66601 -0.39616 0.80466
56 C -3.60434 -1.78029 0.84083
57 C -2.45218 -2.40699 1.29353
58 C -1.34782 -1.67927 1.73489
59 C -0.14074 -2.40439 2.25569
60 C 1.13286 -0.19095 5.06417
61 C 2.38015 -0.66921 4.35902
62 C 1.10226 -0.34921 6.44842
63 H -0.88033 0.29466 9.15142
64 H 0.88369 0.36439 9.14739
65 H 0.06601 -1.18383 8.98648
66 H -1.96241 0.85190 7.12287
67 H -3.03027 1.67428 5.30671
68 H -2.86705 0.55579 3.94957
69 H -2.10714 2.13347 3.86399
70 H -2.76984 3.01313 -2.59744
71 H -4.53016 4.52922 -1.72163
72 H -4.27432 5.53649 0.52195
73 H -2.24672 5.07355 1.86018
74 H -0.51298 3.53992 0.98333
75 H -2.61527 1.42869 1.20447
76 H -4.56632 0.10736 0.47244
77 H -4.44981 -2.37596 0.51826
78 H -2.40058 -3.49013 1.30365
79 H -0.28814 -3.48262 2.20192
80 H 0.05367 -2.13152 3.29433
81 H 0.74654 -2.14249 1.67541
82 H 2.30094 -0.62470 3.27505
83 H 2.59255 -1.70197 4.64290
84 H 3.24416 -0.07004 4.65641
85 H 1.96699 -0.78388 6.94086
86 C 1.24245 1.01459 -5.39400
87 C 0.44759 -0.21484 -4.97549
88 C -1.03675 -0.02334 -5.27131
89 C 0.96722 -1.46814 -5.66593
90 O 0.59392 -0.40724 -3.57299
91 H 1.05823 1.24240 -6.44512
92 H 2.31296 0.84612 -5.25952
93 H 0.95452 1.87535 -4.78966
94 H -1.19186 0.09506 -6.34495
95 H -1.41265 0.86446 -4.76258
96 H -1.60376 -0.89531 -4.93612
97 H 0.85163 -1.37001 -6.74667
98 H 0.40984 -2.34541 -5.33378
99 H 2.01937 -1.63487 -5.43670

Atom charges from the Mulliken analysis, given in e for atoms 1 to 2:
1 Ti -0.765
2 C -0.949

***

two.
Molecular formula: C38H47N3O6S3TeTi
Method: DFT, ωB97M-V/def2-TZVPD

Summary:
* charge: 0
* HOMO energy: -8.126 eV
* LUMO: -0.2 eV
* Kohn-Sham gap: 7.949 eV

Cartesian coordinates (Å):
1 Ti -0.45916 1.76847 -0.66467
2 C 1.66030 4.64081 1.72789
3 C 0.27374 5.22498 1.97785
4 S -1.07522 4.26858 1.23566
5 C -2.00792 5.53812 0.34774
6 C -1.25325 6.34976 -0.70151
7 S -0.40558 5.35062 -1.95936
8 C 1.22173 6.14002 -1.98017
9 C 2.01363 6.10027 -0.67370
10 S 2.16593 4.42700 0.00470
11 H 1.70210 3.62029 2.10985
12 H 2.40162 5.23530 2.26502
13 H 0.20227 6.24790 1.61056
14 H 0.11171 5.27037 3.05634
15 H -2.46525 6.22282 1.06477
16 H -2.80981 4.96722 -0.11857
17 H -0.50832 6.99213 -0.23245
18 H -1.96860 7.00980 -1.19459
19 H 1.13019 7.17443 -2.31760
20 H 1.76246 5.60005 -2.76048
21 H 1.54967 6.73520 0.07955
22 H 3.00735 6.51277 -0.85679
23 O -5.68215 1.52359 -3.42252
24 C -5.03614 0.40113 -3.69688
25 O -5.49318 -0.45163 -4.41427
26 C -3.69057 0.22802 -3.08203
27 C -2.91311 -0.90169 -3.22554
28 N -1.77991 -0.69683 -2.53840
29 N -1.78279 0.48973 -1.93109
30 C -2.92714 1.06941 -2.25403
31 C -3.12987 2.43164 -1.67190
32 O -4.20842 2.99789 -1.77270
33 O -2.08638 2.88530 -1.06994
34 H -5.16688 2.12899 -2.82967
35 H -3.10882 -1.80977 -3.77019
36 H -1.03360 -1.35080 -2.31497
37 C 3.31496 -7.59468 -0.80183
38 C 2.58449 -6.29262 -0.61741
39 C 1.24992 -6.15967 -0.96893
40 C 0.55744 -4.96320 -0.80241
41 C -0.88762 -4.91081 -1.21556
42 C 1.23236 -3.86836 -0.24784
43 Te 0.26282 -2.00159 0.02418
44 N 0.62721 1.66596 0.89181
45 C -0.29153 0.96624 1.47817
46 O -1.36070 0.66965 0.73936
47 C -0.23426 0.47288 2.87150
48 C 0.94480 0.61453 3.59967
49 C 1.00855 0.15570 4.90366
50 C -0.10700 -0.44080 5.48292
51 C -1.28197 -0.57997 4.75818
52 C -1.34815 -0.12580 3.44893
53 C -1.39670 -2.65652 1.15136
54 C -2.66265 -2.31822 0.68424
55 C -3.79362 -2.64928 1.41349
56 C -3.65395 -3.33974 2.60829
57 C -2.39059 -3.67170 3.07132
58 C -1.23790 -3.32310 2.36945
59 C 0.11220 -3.61882 2.95870
60 C 2.58136 -3.97679 0.11948
61 C 3.36410 -2.83386 0.71329
62 C 3.23247 -5.18892 -0.07955
63 H 2.70628 -8.31541 -1.34614
64 H 3.57413 -8.03339 0.16360
65 H 4.24418 -7.44650 -1.35350
66 H 0.72656 -7.00976 -1.39335
67 H -1.14580 -5.78284 -1.81449
68 H -1.10007 -4.01238 -1.79943
69 H -1.54997 -4.88382 -0.34860
70 H 1.80058 1.07136 3.11804
71 H 1.92426 0.25964 5.47140
72 H -0.05740 -0.79826 6.50390
73 H -2.14693 -1.04858 5.20979
74 H -2.25344 -0.23268 2.86493
75 H -2.76737 -1.77795 -0.24740
76 H -4.77424 -2.37348 1.04776
77 H -4.52877 -3.61262 3.18470
78 H -2.28634 -4.19523 4.01482
79 H 0.00982 -4.05077 3.95347
80 H 0.69244 -2.69545 3.04560
81 H 0.68341 -4.31153 2.33840
82 H 2.78322 -2.28995 1.45870
83 H 3.65882 -2.11409 -0.05499
84 H 4.27376 -3.20400 1.18454
85 H 4.27667 -5.27243 0.20379
86 C 1.76637 0.20072 -3.52106
87 C 2.00648 1.35521 -2.55215
88 C 2.49461 2.59384 -3.29049
89 C 2.97964 0.95062 -1.45161
90 O 0.75509 1.68179 -1.96044
91 H 2.69314 -0.08001 -4.02367
92 H 1.03019 0.48632 -4.27411
93 H 1.39565 -0.67164 -2.97650
94 H 3.43241 2.38039 -3.80534
95 H 2.66317 3.40314 -2.57856
96 H 1.75295 2.91259 -4.02413
97 H 3.95075 0.69729 -1.88114
98 H 2.59715 0.08319 -0.90905
99 H 3.10197 1.76429 -0.73772

Atom charges from the Mulliken analysis, given in e for atoms 1 to 2:
1 Ti -0.382
2 C -0.442

***

Most stable pick: two. Distance to second place: 0.135 eV.